{"formula": "C3HN2O4", "method": "ωB97M-V/def2-TZVPD", "symbols": ["C", "C", "O", "O", "N", "C", "H", "O", "N", "O"], "xyz": [[0.98448, -0.93866, 1.25606], [-0.22491, 0.15481, 1.30163], [-0.71563, 0.41651, 2.32519], [-0.53191, 0.65991, 0.11556], [1.16488, -1.64571, 0.29974], [-1.19401, 1.54494, -2.19773], [1.52095, -0.94474, 2.19266], [1.18997, -2.24006, -0.66842], [-0.29781, 0.83821, -1.76832], [-1.89601, 2.15479, -2.85636]], "forces_ev_per_a": [[-0.5161, 1.3303, 1.7774], [0.4549, -0.0276, -3.5241], [0.0473, -0.1228, 0.6747], [-1.3480, 1.2082, -0.6894], [-0.2025, -0.5275, -1.0080], [-2.1102, 1.4805, -0.1760], [0.4732, -0.4023, 0.0304], [0.1965, -0.1805, -0.1717], [3.5525, -3.1995, 3.2607], [-0.5475, 0.4413, -0.1740]], "charge": 1, "energy_ha": -524.7944, "relative_energy_kcal_mol": 32.01, "spin_multiplicity": 1, "orbital_gap_ev": [7.7, 7.7]}